Below is C18H79NO36 as an isolated structure at a distorted geometry, with properties calculated with ωB97M-V/def2-TZVPD.

## Properties
ΔE to the lowest compared entry with this formula, charge and spin (eV): 12.161
M (g mol⁻¹): 885.801
Kohn-Sham gap (eV): 7.943
Strongest force on any atom (Eh/bohr): 0.3012
Net charge: 0

Last column: Mulliken charge in e.
Geometry (Å):
1 O -11.365 -3.505 -0.560  -0.6331
2 O 7.719 -0.470 5.720  -0.5591
3 O 8.544 -1.451 -2.814  -0.6351
4 O -3.513 1.107 1.737  -0.8211
5 O 3.347 0.415 -1.944  -0.9090
6 O 0.230 -2.803 3.264  -0.6599
7 O 3.305 3.705 1.356  -0.4928
8 O -5.869 -1.211 4.244  -0.5312
9 O -9.764 1.301 0.608  -0.6931
10 O 5.380 -1.484 -2.650  -0.6103
11 O 5.140 -2.720 1.297  -0.6105
12 O -5.626 0.307 3.489  -0.6113
13 O -7.607 -1.915 4.350  -0.7885
14 O -3.591 0.566 -5.990  -0.5621
15 O 1.902 4.001 -6.100  -0.6362
16 O -5.568 0.278 -1.801  -0.5571
17 O 10.587 -0.958 4.833  -0.5819
18 O 1.657 -4.998 -2.276  -0.5646
19 O 2.634 -1.044 3.579  -0.4893
20 O -6.674 -0.269 1.397  -0.4373
21 O 4.269 6.091 -0.259  -0.6319
22 O -1.656 -2.300 5.514  -0.6152
23 O 5.288 1.842 -0.075  -0.6930
24 O 2.123 -4.418 -5.809  -0.5877
25 O -2.275 5.253 -2.785  -0.6350
26 O 8.435 -1.608 2.532  -0.6125
27 O -9.046 -1.687 0.356  -0.6052
28 O 4.952 1.159 2.700  -0.4603
29 O -1.110 2.049 -2.137  -0.5646
30 O 5.358 -1.323 4.154  -0.5825
31 O 2.889 -1.032 -6.768  -0.5870
32 O 8.860 0.704 8.008  -0.5514
33 O 0.911 0.973 -5.862  -0.7312
34 O -12.657 0.412 0.754  -0.6407
35 O -0.042 2.136 3.142  -0.6309
36 O -5.627 1.189 -4.366  -0.6000
37 N -1.630 2.145 0.968  0.4379
38 C 2.401 0.808 0.808  -1.3669
39 C 0.515 1.707 1.971  1.2188
40 C -2.032 3.344 0.209  -0.8241
41 C 1.833 1.277 1.968  -0.9247
42 C 1.202 -0.539 -2.414  1.1809
43 C -0.398 1.178 -1.683  -0.3243
44 C -0.133 -0.078 -2.471  0.8092
45 C 0.604 -2.418 -3.737  -0.3449
46 C -2.396 -0.126 0.113  0.3112
47 C -0.283 1.705 0.815  -1.1191
48 C -1.114 -0.766 -3.197  1.3709
49 C -2.560 1.084 0.986  -0.1704
50 C 1.579 -1.704 -3.052  -0.5463
51 C 0.316 1.250 -0.365  1.0702
52 C -2.534 -0.261 -3.311  -1.7912
53 C 2.187 0.245 -1.608  -0.6207
54 C -0.699 -1.949 -3.809  -1.2353
55 C 1.633 0.799 -0.346  0.3781
56 H -2.493 4.064 0.890  0.4245
57 H -2.745 3.124 -0.584  0.2519
58 H 5.925 -2.460 0.802  0.2907
59 H -5.338 0.530 -5.025  0.2962
60 H -12.001 -3.205 -1.215  0.2999
61 H 0.539 -2.182 2.594  0.3082
62 H -6.962 -1.200 4.349  0.4733
63 H 3.209 4.030 2.256  0.2196
64 H -1.630 -2.108 6.457  0.2877
65 H 2.035 -4.837 -4.945  0.2859
66 H 5.350 1.383 1.843  0.2909
67 H 0.541 1.829 3.846  0.3704
68 H 1.623 1.039 -5.211  0.2744
69 H 1.612 -4.753 -1.346  0.2830
70 H -8.181 -1.274 0.491  0.2480
71 H 2.084 -1.730 3.981  0.2893
72 H 10.807 -1.881 4.669  0.3062
73 H 5.677 -0.635 4.748  0.2382
74 H 5.215 -1.808 -3.542  0.2995
75 H -5.907 0.860 -2.497  0.3030
76 H 3.433 -1.512 3.311  0.2954
77 H -1.406 -2.552 -4.368  0.4686
78 H -6.535 0.521 1.939  0.3509
79 H 2.720 -4.998 -6.293  0.2918
80 H -6.564 -0.996 2.022  0.2612
81 H -0.538 -2.379 3.666  0.3493
82 H 2.691 -1.424 -7.623  0.3062
83 H 2.406 -5.601 -2.325  0.2958
84 H -9.563 0.355 0.613  0.3907
85 H 9.613 0.750 8.606  0.2845
86 H -4.898 0.787 3.070  0.3605
87 H -3.317 -0.085 -6.647  0.2714
88 H 4.479 2.305 0.188  0.2500
89 H 5.116 6.532 -0.141  0.3074
90 H 2.442 1.258 2.863  0.6009
91 H 1.669 3.064 -6.089  0.3687
92 H 11.441 -0.525 4.935  0.2779
93 H 4.507 5.167 -0.400  0.3202
94 H 5.082 1.487 -0.949  0.3625
95 H 8.671 -1.862 -3.674  0.2934
96 H 3.412 0.436 0.747  1.2324
97 H -3.247 1.404 -6.320  0.2646
98 H -3.232 -0.808 0.246  0.5610
99 H 8.145 1.130 8.490  0.2831
100 H -1.466 -0.677 0.267  0.1743
101 H -5.750 0.734 -0.973  0.2755
102 H -11.148 -2.706 -0.063  0.3373
103 H 8.782 -0.931 3.126  0.3047
104 H 5.750 -1.090 3.304  0.2965
105 H 8.799 -1.377 1.670  0.3102
106 H -2.526 0.800 -3.526  0.3088
107 H 7.944 -1.392 5.562  0.2854
108 H -1.802 -3.253 5.473  0.3182
109 H -11.800 0.854 0.693  0.3650
110 H -1.459 5.750 -2.676  0.3154
111 H 8.567 -0.030 5.838  0.2744
112 H 2.597 -2.058 -2.966  0.2138
113 H 5.272 1.848 3.292  0.2259
114 H -1.987 4.335 -2.855  0.3075
115 H 2.087 -0.548 -6.537  0.3353
116 H -5.191 -1.082 4.916  0.3343
117 H 4.575 -0.995 -2.421  0.3910
118 H 5.489 -3.071 2.125  0.2920
119 H -3.154 -0.505 -2.453  0.2813
120 H -8.874 -2.634 0.374  0.3165
121 H 7.589 -1.483 -2.669  0.3527
122 H -6.611 -0.672 4.546  0.3664
123 H -1.141 3.817 -0.193  0.3306
124 H -2.992 -0.760 -4.159  0.4131
125 H 2.872 4.378 0.818  0.2827
126 H -8.242 -1.659 3.672  0.2272
127 H -13.175 0.799 0.043  0.3059
128 H 0.174 1.432 -5.441  0.3443
129 H -5.261 2.009 -4.702  0.2639
130 H 1.900 4.267 -5.176  0.3114
131 H -2.429 0.210 -0.926  -0.6185
132 H -8.914 1.725 0.753  0.3014
133 H -5.278 0.082 4.358  0.2021
134 H 0.880 -3.350 -4.202  0.1681

***

Below is an isolated molecule of C4H6O2, with properties calculated with ωB97M-V/def2-TZVPD.

## Properties
ΔE to the lowest compared entry with this formula, charge and spin (eV): 2.900
SMILES: C1OCC12CO2
M (g mol⁻¹): 86.090
Kohn-Sham gap (eV): 10.908
Strongest force on any atom (Eh/bohr): 0.0071
Net charge: 0

Last column: natural (NBO) charge in e.
Geometry (Å):
1 O -0.860 1.251 0.654  -0.4721
2 O 1.740 -0.369 -0.550  -0.5259
3 C 0.994 -0.529 0.666  -0.0824
4 C -0.201 0.168 0.050  0.1525
5 C -1.601 0.050 0.443  -0.1042
6 C 0.652 0.300 -1.213  -0.0784
7 H 0.901 1.342 -1.449  0.1900
8 H 0.349 -0.223 -2.128  0.1841
9 H 0.835 -1.587 0.908  0.1779
10 H 1.431 -0.004 1.523  0.1882
11 H -2.427 0.105 -0.263  0.1888
12 H -1.813 -0.503 1.361  0.1815

***

Below is C32H35AsCsN7O4S4Sb as an isolated structure at a distorted geometry, with properties calculated with ωB97M-V/def2-TZVPD.

## Properties
ΔE to the lowest compared entry with this formula, charge and spin (eV): 1.393
2S+1: 2
M (g mol⁻¹): 1039.532
Kohn-Sham gap (spin up / spin down) (eV): 4.519 / 5.803
Strongest force on any atom (Eh/bohr): 0.0391
Net charge: -2

Last column: Löwdin spin population.
Geometry (Å):
1 Cs 0.589 -0.783 -0.053  0.0015
2 Sb 0.044 -4.203 1.245  0.0003
3 As 3.848 -0.612 0.576  0.0000
4 S 1.195 -5.721 2.892  0.0001
5 S -1.373 -5.495 0.002  -0.0001
6 S -0.077 1.201 2.358  0.0000
7 S -0.390 -4.642 3.685  0.0001
8 O -4.159 2.797 -5.850  0.0332
9 O -3.783 3.963 -4.013  0.0053
10 O -1.793 -1.760 0.685  0.0002
11 O 1.030 0.365 2.807  0.0000
12 N 2.011 4.000 -1.241  0.0000
13 N -3.004 -2.725 -0.968  0.0005
14 N 1.826 -2.961 -1.754  0.1014
15 N -0.061 -1.129 -2.805  0.1046
16 N 3.269 6.005 -0.544  0.0000
17 N -3.551 -0.622 -0.162  0.0005
18 N 1.653 1.858 -0.093  0.0001
19 C 0.478 3.983 5.301  0.0000
20 C -3.910 0.588 3.603  0.0000
21 C 0.476 -2.083 -3.544  0.2408
22 C 0.353 2.770 4.645  0.0000
23 C -2.605 -1.343 4.214  0.0000
24 C 2.749 -3.823 -1.356  -0.0015
25 C 1.431 -3.001 -3.057  0.0555
26 C -1.452 0.757 -2.456  0.0326
27 C -1.461 -0.719 3.737  0.0000
28 C -0.906 -0.219 -3.322  0.0473
29 C -0.157 3.937 2.598  0.0000
30 C -2.196 0.832 -5.121  0.0008
31 C -4.654 -0.443 -1.075  0.0005
32 C 5.372 -1.821 0.949  0.0000
33 C 0.021 2.755 3.303  0.0000
34 C -2.734 -1.715 -0.117  0.0001
35 C -1.548 0.550 3.197  0.0000
36 C 1.871 2.890 -0.600  0.0001
37 C 2.954 -4.828 -3.501  0.0173
38 C 2.695 5.032 -0.826  0.0000
39 C -3.591 2.842 -4.780  0.0246
40 C -2.289 1.745 -2.906  0.0176
41 C 4.490 0.893 1.644  0.0001
42 C -2.694 1.825 -4.252  0.0696
43 C 4.483 -0.002 -1.170  0.0001
44 C 1.991 -3.957 -3.944  0.0677
45 C -1.335 -0.137 -4.687  0.0441
46 C -2.770 1.210 3.120  0.0000
47 C 0.281 5.175 4.608  0.0000
48 C -3.828 -0.691 4.145  0.0000
49 C 3.365 -4.765 -2.167  0.1054
50 C -0.032 5.153 3.256  0.0000
51 H 5.550 0.230 -1.156  0.0000
52 H -3.149 3.956 -3.288  -0.0002
53 H 5.240 -2.288 1.926  0.0000
54 H 4.297 -0.777 -1.916  0.0000
55 H 3.386 -5.560 -4.174  -0.0015
56 H -2.407 -3.553 -0.899  0.0000
57 H 0.394 6.123 5.118  0.0000
58 H -5.336 -1.298 -1.047  0.0000
59 H 0.211 -2.229 -4.594  0.0168
60 H 1.651 -3.987 -4.972  0.0017
61 H -0.964 -0.855 -5.405  0.0062
62 H 4.403 0.647 2.703  0.0000
63 H -2.535 -2.349 4.608  0.0000
64 H -5.211 0.442 -0.776  0.0000
65 H 5.530 1.138 1.416  0.0000
66 H 4.109 -5.446 -1.777  0.0077
67 H 5.398 -2.610 0.196  0.0001
68 H -0.506 -1.233 3.748  0.0000
69 H -3.379 0.044 0.572  0.0000
70 H -4.724 -1.185 4.500  0.0000
71 H 6.326 -1.290 0.936  0.0000
72 H 0.525 1.834 5.165  0.0000
73 H -3.574 -2.594 -1.783  0.0001
74 H -0.350 3.894 1.532  0.0000
75 H -2.816 2.206 2.690  0.0000
76 H -0.148 6.078 2.706  0.0000
77 H 3.017 -3.763 -0.302  -0.0021
78 H -4.300 -0.292 -2.100  0.0003
79 H -1.224 0.720 -1.398  0.0013
80 H -4.865 1.098 3.553  0.0000
81 H 0.738 4.012 6.351  0.0000
82 H 3.922 0.890 -1.450  0.0000
83 H -2.509 0.870 -6.158  -0.0010
84 H 3.856 1.754 1.438  0.0000
85 H -2.681 2.448 -2.174  0.0000

***

Below is an isolated molecule of C6H10O, with properties calculated with ωB97M-V/def2-TZVPD.

## Properties
ΔE to the lowest compared entry with this formula, charge and spin (eV): 1.364
SMILES: C[C@H]1O[C@H]2CC[C@H]21
M (g mol⁻¹): 98.145
Kohn-Sham gap (eV): 10.548
Strongest force on any atom (Eh/bohr): 0.0069
Net charge: 0

Last column: natural (NBO) charge in e.
Geometry (Å):
1 O 0.546 -0.379 1.389  -0.5364
2 C -0.682 -0.901 0.864  0.1093
3 C 1.961 0.826 -0.185  -0.6353
4 C -0.170 -0.744 -0.585  -0.2637
5 C 1.176 -0.436 0.089  0.1151
6 C -1.132 0.449 -0.784  -0.4098
7 C -1.784 0.130 0.594  -0.4224
8 H -0.946 -1.852 1.330  0.1761
9 H 2.313 0.870 -1.221  0.2136
10 H 1.345 1.706 0.027  0.2121
11 H 1.836 -1.316 0.022  0.1677
12 H -0.221 -1.554 -1.315  0.2113
13 H -2.743 -0.388 0.483  0.2070
14 H -0.643 1.425 -0.841  0.2075
15 H -1.786 0.353 -1.654  0.2109
16 H -1.900 0.953 1.307  0.2155
17 H 2.829 0.859 0.482  0.2216

***

Below is a 3-piece molecular cluster, C4H13NO2 overall at a distorted geometry, with properties calculated with ωB97M-V/def2-TZVPD.

## Properties
ΔE to the lowest compared entry with this formula, charge and spin (eV): 1.689
SMILES: C=NCCC.O.O
M (g mol⁻¹): 107.153
Kohn-Sham gap (eV): 10.569
Strongest force on any atom (Eh/bohr): 0.0519
Net charge: 0

Last column: natural (NBO) charge in e.
Geometry (Å):
1 O -3.727 -2.110 0.045  -0.9687
2 O 1.646 1.718 2.830  -0.9300
3 N 0.289 -0.224 1.086  -0.3952
4 C 0.621 0.495 -0.146  -0.2402
5 C 1.206 -0.964 1.522  -0.0394
6 C -0.407 0.032 -1.223  -0.3988
7 C -0.067 0.567 -2.584  -0.6216
8 H 0.837 2.134 3.160  0.4687
9 H -3.358 -1.327 0.480  0.4880
10 H 1.028 -1.704 2.359  0.1572
11 H -3.148 -2.845 -0.119  0.4816
12 H 0.405 1.538 0.051  0.1996
13 H -0.845 0.496 -3.371  0.2192
14 H 0.353 1.596 -2.591  0.2022
15 H 1.605 0.281 -0.616  0.1707
16 H 2.286 2.384 3.115  0.4636
17 H 0.730 0.000 -3.033  0.2050
18 H -0.243 -1.058 -1.253  0.1912
19 H -1.411 0.179 -0.832  0.2059
20 H 2.200 -1.189 1.119  0.1409

***

Below is a 2-piece molecular cluster, C6H14NOS overall at a distorted geometry, with properties calculated with ωB97M-V/def2-TZVPD.

## Properties
ΔE to the lowest compared entry with this formula, charge and spin (eV): 5.140
M (g mol⁻¹): 148.251
Kohn-Sham gap (spin up / spin down) (eV): 8.062 / 3.339
Strongest force on any atom (Eh/bohr): 0.0666
Net charge: +1

Last column: natural (NBO) charge in e.
Geometry (Å):
1 S 1.287 -1.044 -0.944  1.2611
2 O 0.485 -1.857 -0.085  -0.7480
3 N -3.427 -1.358 0.393  -0.2107
4 C 1.847 0.296 1.420  -0.6604
5 C 2.507 -0.010 0.043  -0.2026
6 C -2.570 -2.266 0.425  0.0016
7 C -4.815 -1.279 0.524  -0.4796
8 C 2.824 1.136 -0.957  -0.6419
9 C 3.944 -0.783 0.170  -0.6225
10 H 1.774 -0.645 1.881  0.2322
11 H 4.680 -0.841 -0.633  0.2479
12 H 0.795 0.530 1.542  0.2464
13 H -5.440 -1.265 -0.359  0.2525
14 H 1.905 1.808 -0.951  0.2270
15 H 3.049 0.609 -1.946  0.2230
16 H -5.320 -2.079 1.222  0.2319
17 H -1.523 -2.128 0.341  0.2236
18 H -2.866 -3.399 0.399  0.2066
19 H 2.520 0.907 2.014  0.2472
20 H 4.302 -0.040 0.926  0.2413
21 H 3.646 1.755 -0.745  0.2502
22 H -5.067 -0.359 1.014  0.2454
23 H 3.832 -1.786 0.595  0.2278

***

Below is a 3-piece molecular cluster, C4H9N3O5 overall at a distorted geometry, with properties calculated with ωB97M-V/def2-TZVPD.

## Properties
ΔE to the lowest compared entry with this formula, charge and spin (eV): 0.934
M (g mol⁻¹): 179.132
Kohn-Sham gap (spin up / spin down) (eV): 4.626 / 4.627
Strongest force on any atom (Eh/bohr): 0.1482
Net charge: +2

Last column: natural (NBO) charge in e.
Geometry (Å):
1 O -13.057 -0.323 -3.521  -0.5793
2 O 12.310 -0.774 1.182  -0.7203
3 O -12.999 1.567 -2.380  -0.5446
4 O -14.903 -1.228 -1.871  -0.7193
5 O 11.311 -0.760 4.607  -0.2591
6 N 13.718 -0.352 -0.592  -0.7931
7 N 12.489 1.006 3.749  0.0231
8 N 13.085 1.748 3.157  0.4468
9 C 13.375 -0.227 0.662  0.3006
10 C -14.554 0.040 -1.555  -0.1747
11 C 11.724 0.330 4.707  0.4830
12 C -13.511 0.409 -2.617  0.8839
13 H 11.527 -1.137 0.655  0.4825
14 H -15.395 0.753 -1.421  0.2477
15 H -13.122 -1.282 -3.520  0.5786
16 H -14.079 -0.104 -0.588  0.2419
17 H 14.497 0.287 -0.780  0.4358
18 H 11.844 0.978 5.529  0.2070
19 H -15.390 -1.658 -1.081  0.5178
20 H 13.364 -1.030 -1.195  0.3935
21 H -12.233 1.757 -3.126  0.5480

***

Below is an isolated molecule of C4H7N at a distorted geometry, with properties calculated with ωB97M-V/def2-TZVPD.

## Properties
ΔE to the lowest compared entry with this formula, charge and spin (eV): 1.154
SMILES: CCCC#N
M (g mol⁻¹): 69.107
Kohn-Sham gap (eV): 11.493
Strongest force on any atom (Eh/bohr): 0.0468
Net charge: 0

Last column: natural (NBO) charge in e.
Geometry (Å):
1 N 2.206 0.876 1.129  -0.3611
2 C -1.445 0.295 0.105  -0.6110
3 C 1.725 -0.061 0.644  0.2876
4 C 0.826 -0.913 -0.126  -0.5135
5 C -0.056 0.341 -0.503  -0.3915
6 H -1.376 0.130 1.188  0.2077
7 H 0.536 1.176 -0.014  0.2507
8 H 0.320 -1.680 0.483  0.2457
9 H -1.932 1.261 -0.044  0.2194
10 H -0.038 0.493 -1.586  0.2117
11 H -2.088 -0.486 -0.314  0.2046
12 H 1.322 -1.431 -0.962  0.2496

***

Which value of M does entry 5 give? 107.153 g mol⁻¹

***

Which value of strongest force on any atom does entry 5 give? 0.0519 Eh/bohr

***

Which of these has the highest M? C32H35AsCsN7O4S4Sb

***

The lowest net charge belongs to which entry? C32H35AsCsN7O4S4Sb